(1)
Below is a structure of composition C26H30N2P2Pd, with properties calculated with ωB97M-V/def2-TZVPD.

XYZ file:
```
61
C26H30N2P2Pd (ωB97M-V/def2-TZVPD)
C 0.59 -2.70 -4.57
C -2.16 -4.64 -1.09
H 0.26 4.10 -2.18
C -0.16 -0.15 -3.63
H -1.46 0.40 3.36
C 0.07 -2.56 -3.28
C 2.09 1.82 -2.30
H -3.88 -5.26 0.07
H 0.87 -3.70 -4.93
H -2.82 2.40 -0.02
H -4.47 -2.93 0.77
C 2.51 1.57 4.19
H -3.17 -0.10 3.06
H -3.59 2.09 1.58
C 2.33 2.37 3.05
H -3.35 -0.03 -0.91
Pd 0.00 0.00 0.00
H 4.27 3.73 6.13
C 3.20 2.06 5.29
H 0.77 -3.72 -1.61
C -0.09 -3.73 -2.32
C 1.60 1.82 1.94
H -1.91 -5.66 -1.41
H -1.66 1.18 -2.83
C 2.84 3.68 3.03
C -2.12 -0.20 2.72
H 2.72 2.33 -1.56
H -0.19 -1.31 0.95
H 1.21 -1.68 -6.39
H -1.81 -1.25 2.77
H -4.17 -0.57 0.59
H 2.48 0.80 -2.46
H -0.06 -4.69 -2.85
H 2.70 4.31 2.16
N 1.07 1.22 1.11
H -1.91 2.75 1.48
C -3.58 -3.11 0.14
C -0.31 -1.28 -2.79
H 0.53 0.57 -5.55
P 0.36 1.69 -1.65
H 3.94 5.17 4.13
C 3.54 4.16 4.14
H 2.11 0.56 4.22
H 0.41 3.79 -0.41
H -1.16 3.55 -1.22
H 3.34 1.43 6.17
C -1.36 -3.57 -1.51
C -1.67 -2.25 -1.09
P -1.94 0.36 0.97
C -3.27 -4.42 -0.26
C -0.61 1.21 -3.16
C 3.72 3.36 5.27
N -0.86 -1.17 -1.50
C -0.07 3.46 -1.35
H -0.50 1.97 -3.95
C -3.22 -0.60 0.03
C -2.81 -2.02 -0.29
C 0.41 -0.31 -4.91
C 0.78 -1.57 -5.38
C -2.64 2.07 1.01
H 2.12 2.38 -3.26
```

Its charge is +2. As for the maximum force: 3.5 eV/Å. The total energy is -52468.6779 eV. The expectation value of S² is 6.047. The gap between HOMO and LUMO (alpha / beta) is 0.26836 / 0.15151 Eh. As for the multiplicity: 5.

(2)
Below is a cluster of 2 separate species, C2H6NO2P in total, with properties calculated with ωB97M-V/def2-TZVPD.

XYZ file:
```
12
C2H6NO2P (ωB97M-V/def2-TZVPD)
H -0.76 -0.55 2.74
H 0.99 -0.50 0.07
C 0.92 0.56 0.17
O -0.04 -1.16 -3.60
H -1.35 -0.95 -0.74
H 1.70 0.90 -0.42
O -0.74 0.24 2.24
N -1.39 -1.09 -1.73
C -0.55 -1.14 -2.60
H 0.02 0.65 -0.32
P 0.80 0.82 2.02
H 0.39 2.21 2.16
```

As for the maximum force: 5.0 eV/Å. As for the structure (SMILES): N=C=O.CPO. The total energy is -17044.5120 eV. The relative energy (zero: lowest compared OMol25 entry of this formula, charge and spin) is 28.9 kcal per mole. The gap between HOMO and LUMO is 0.36145 Eh.

(3)
Below is a cluster of 2 separate species, C5H8S2 in total, with properties calculated with ωB97M-V/def2-TZVPD.

XYZ file:
```
15
C5H8S2 (ωB97M-V/def2-TZVPD)
H -3.96 -0.87 -0.29
H 2.79 2.09 -0.10
C 1.94 1.47 -0.37
C -0.71 0.31 -0.46
H 2.15 -1.54 1.10
H 0.97 1.98 -0.61
C -3.37 -0.44 0.49
H 3.47 -1.05 0.06
H -3.71 -0.61 1.50
H 2.24 -1.79 -0.82
C 2.38 -1.12 0.07
S -1.66 -1.07 -0.12
S -1.18 1.81 -0.55
C 1.81 0.20 -0.22
H -3.17 0.61 0.32
```

As for the maximum force: 2.4 eV/Å. The total energy is -26980.2987 eV. The relative energy (zero: lowest compared OMol25 entry of this formula, charge and spin) is 112.1 kcal per mole. The gap between HOMO and LUMO (alpha / beta) is 0.27317 / 0.27343 Eh.

(4)
Below is a cluster of 11 separate species, C56H128N8O7 in total, with properties calculated with ωB97M-V/def2-TZVPD.

XYZ file:
```
199
C56H128N8O7 (ωB97M-V/def2-TZVPD)
C -0.70 4.35 -1.69
H 2.34 -3.76 -2.60
H 2.64 -1.17 1.44
H 0.24 -2.01 1.62
C -3.98 4.61 2.78
C -3.65 2.90 -3.40
H -0.23 -0.44 -5.21
C 1.91 -2.56 4.33
H -0.86 0.93 -0.49
H -0.29 3.27 2.71
H 2.74 2.42 -4.03
H -1.76 5.46 0.90
N 2.79 2.48 1.83
H -0.07 7.22 2.76
H 0.41 6.47 1.19
H 7.37 -6.14 3.58
H -0.07 -5.30 -2.65
H -5.13 3.70 0.38
H -5.76 2.21 -0.13
H -0.24 -2.62 -6.54
N 1.71 4.04 -1.34
H -4.31 2.59 -4.21
C 3.59 2.10 2.86
H 0.98 -2.51 4.89
H 1.58 4.18 4.21
H -1.01 -2.97 -10.07
H -7.34 -1.78 -0.93
H -3.71 -1.11 -6.44
H 2.32 -3.63 2.44
H 4.71 -5.57 -2.25
H -0.54 7.88 1.26
H 5.22 -2.41 1.81
H -7.21 4.75 0.52
H 0.51 -5.79 -0.22
C 3.13 -4.36 5.28
H -3.86 5.61 -0.98
H -4.07 1.76 6.14
C -5.44 -1.08 -1.45
H 0.00 -2.36 -8.65
H 2.48 6.52 -0.41
H 2.16 -2.44 0.28
H -3.39 3.92 -3.71
C 4.53 3.15 3.43
H 3.43 4.93 -2.09
H 3.99 3.51 4.30
H -4.58 -3.89 -7.29
C -0.21 -1.07 1.29
H -5.04 -0.37 6.60
C -6.09 -1.30 0.83
H 0.83 -4.07 3.30
H -1.54 5.04 -1.74
H 3.04 3.23 1.21
H 6.92 -6.63 1.95
C -0.86 -2.91 -8.99
H 8.67 -2.03 3.18
H 0.61 5.74 -0.79
H 4.79 3.88 2.66
C 3.01 -4.33 -1.95
H 3.00 -2.42 6.21
H -2.39 3.40 1.92
H -5.14 -2.28 -7.88
C -5.83 3.28 -0.36
O -1.33 -1.75 5.53
H -0.90 -0.22 -6.87
H -2.09 -1.21 -8.53
C 2.58 -7.37 0.18
C 0.67 5.02 -1.61
N 2.27 -5.41 -1.29
H -0.75 -3.95 -8.68
N -2.29 -2.66 -6.95
C 6.53 -6.23 2.89
N 6.42 -4.08 1.71
C -1.60 5.99 1.85
C 7.68 -2.48 3.21
H 5.39 -1.89 -0.74
C 5.75 -4.89 2.73
H 2.47 5.29 0.85
C 7.71 -3.54 2.08
H -4.89 6.91 -1.64
C -4.16 2.87 -1.98
H -4.83 3.93 2.63
C 3.12 -2.84 5.21
C -2.11 -2.30 -8.34
H 5.87 -6.99 3.33
H 8.33 -4.39 2.40
C -4.82 -2.10 0.50
H -1.18 -2.81 -5.15
H 6.88 -1.82 0.12
C 4.13 -4.86 -2.85
H -7.87 3.91 -0.86
H -0.12 -0.94 -2.76
C -4.78 -2.85 -7.02
H 1.06 -4.14 -0.04
H -5.56 -2.82 -6.26
H 7.34 -2.78 4.20
C -2.52 0.37 5.27
H -5.81 -0.39 1.35
H 3.65 -5.38 -3.67
C -0.01 -4.55 -1.85
H 1.61 0.56 -0.27
C -0.90 -0.11 -0.87
C 0.53 4.43 4.34
C -1.17 -2.26 -6.09
C -0.41 6.92 1.76
H -2.49 6.60 2.00
H 2.06 -7.77 -0.70
C -4.89 5.90 -1.22
H 2.45 2.24 -1.92
H 0.20 -3.60 -2.35
H 1.65 -0.77 -1.42
H 1.16 2.84 -4.41
C 1.45 -0.53 -0.37
C 0.97 -4.96 -0.76
H 4.80 -4.05 -3.13
C -0.78 -0.16 -2.39
H 0.12 3.87 5.18
H 4.10 -5.96 -0.33
H 6.97 -1.71 2.89
H 2.45 4.08 -3.87
H 4.06 5.80 0.33
C -2.24 -1.02 5.82
H 0.44 5.50 4.56
H -3.49 -2.50 -5.33
C -1.00 -0.75 -5.92
H 5.52 -4.37 3.66
C -3.36 0.97 6.41
H 5.46 2.66 3.70
H -5.18 5.07 -3.16
H -2.54 3.31 3.63
H 0.40 4.79 2.26
C -4.04 -0.27 7.02
C 6.08 -2.51 -0.18
H -5.46 6.03 -0.29
H -1.91 -0.35 -5.46
H -0.25 0.73 -2.76
C -7.23 3.78 0.00
H 4.89 -5.38 2.27
N 0.05 -0.90 -0.13
C -0.25 4.32 3.01
H -3.25 0.17 4.47
H 4.02 -2.53 4.68
H 0.82 5.61 -2.54
H -3.00 -2.65 -8.87
H -0.18 0.00 3.14
C 3.02 -5.93 -0.14
H -4.11 5.29 1.94
H 3.66 3.77 -0.77
C 2.44 -1.40 0.40
H 2.85 -5.36 0.79
O -4.43 -1.69 -0.82
H -4.11 -0.13 8.09
H -6.74 -1.84 1.53
H -6.62 5.13 -2.23
C -6.67 -1.00 -0.55
H 2.09 1.81 1.57
H 6.52 -3.27 -0.83
H 0.67 2.41 -2.10
H -4.25 1.81 -1.72
H -0.85 3.67 -0.85
C -3.56 -2.20 -6.38
H -4.14 5.11 3.73
C 1.96 3.12 -3.73
C 5.48 -3.17 1.06
H -1.94 -0.38 -0.66
O 2.59 -4.83 4.12
H -1.03 -4.50 -1.48
H 3.37 -8.03 0.53
N -5.43 3.51 -1.71
C 1.63 2.89 -2.23
H -1.27 -1.34 1.42
H 1.19 0.31 2.05
H -7.09 -0.01 -0.67
H -1.70 0.99 4.96
H 8.16 -3.14 1.18
H 1.76 -7.45 0.91
H -7.61 3.08 0.75
H -3.34 3.21 -1.32
H -1.78 -0.13 -2.82
H -0.33 1.04 1.60
C 1.89 -3.81 3.43
N -1.52 5.06 2.97
C -2.57 4.03 2.81
H -5.05 -3.17 0.41
H -0.73 3.78 -2.63
H -2.73 2.32 -3.45
C -5.55 4.87 -2.16
C 3.04 4.61 -1.11
H -2.71 1.45 7.15
H 1.99 -1.59 3.83
C 0.11 0.19 2.10
H 3.30 -1.32 -0.28
H 3.37 -3.59 -1.21
O 3.36 1.09 3.48
O -3.18 -1.36 6.72
O -5.43 -0.78 -2.60
O 3.59 -5.08 6.11
C 3.03 5.68 0.00
H 4.68 -3.78 0.65
H -4.02 -1.92 1.20
```

As for the maximum force: 2.8 eV/Å. As for the structure (SMILES): CCN(CC)CC.CCN(CC)CC.CCN(CC)CC.CCN(CC)CC.CCN(CC)CC.CCN(CC)CC.CCN(CC)CC.O=C1CCCO1.O=C1CCCO1.O=C1CCCO1.CC(N)=O. The total energy is -86398.5744 eV. The relative energy (zero: lowest compared OMol25 entry of this formula, charge and spin) is 0.0 kcal per mole. The gap between HOMO and LUMO is 0.29032 Eh.